Record 1
# C3H4ClNO2

2 unconnected molecules or ions with the total composition C3H4ClNO2 at a distorted geometry (wB97M-V/def2-TZVPD, the OMol25 dataset).

## Properties
Total charge ... 0
E_HOMO ... -8.43 eV
HOMO-LUMO gap ... 7.29 eV
LUMO ... -1.141 eV

Geometry as XYZ:
```
11
Properties=species:S:1:pos:R:3:forces:R:3
C 2.544 -1.258 0.564 1.34 -2.05 0.90
C -0.873 -0.802 0.439 3.08 -6.73 -4.70
C -0.920 0.363 1.048 -1.63 3.78 0.88
N 1.809 -0.360 1.121 -1.35 1.84 1.02
O 3.217 -1.376 -0.423 0.81 0.52 -2.10
O -0.615 -1.750 -0.186 -1.81 3.42 2.48
Cl 1.876 1.199 0.189 -0.11 -0.18 -0.06
H 2.632 -2.086 1.296 -0.65 -0.32 0.37
H 0.185 0.849 0.839 -1.16 -0.12 -0.18
H -1.837 0.937 0.626 1.57 -0.57 0.89
H -0.981 0.123 2.104 -0.08 0.42 0.50
```
Positions in Å, forces in eV/Å.

***

Record 2
# C42H43BGeN9O3PmS

A molecular structure, C42H43BGeN9O3PmS at a distorted geometry (wB97M-V/def2-TZVPD, the OMol25 dataset).

## Properties
Total charge ... +1
E_HOMO (alpha / beta) ... -9.60 / -9.52 eV
HOMO-LUMO gap (alpha / beta) ... 6.16 / 5.21 eV
LUMO (alpha / beta) ... -3.432 / -4.314 eV
Spin multiplicity ... 6

Geometry as XYZ:
```
101
Properties=species:S:1:pos:R:3:forces:R:3
Pm 14.706 12.241 9.363 -0.25 -0.34 0.60
C 14.192 13.124 13.141 0.57 -0.86 -1.49
C 14.496 14.255 12.239 -0.29 0.32 1.04
C 14.726 15.595 12.557 0.16 0.18 0.01
C 15.012 16.217 11.345 0.31 -1.28 0.14
C 15.454 17.603 11.087 0.40 -0.01 0.12
N 14.982 15.230 10.397 0.02 1.06 -0.68
N 14.585 14.066 10.939 0.42 -0.69 -0.23
B 15.004 15.338 8.879 -0.14 0.95 -1.32
N 13.576 15.118 8.319 -1.47 0.81 -0.32
N 13.042 13.856 8.296 1.08 -0.04 0.34
C 11.804 13.951 7.865 -0.67 1.57 -0.72
C 10.954 12.794 7.739 -1.08 -1.99 0.45
C 11.446 15.284 7.562 2.95 0.45 1.51
C 12.624 16.015 7.919 -0.27 -0.28 -0.64
C 12.930 17.516 7.828 0.08 -1.24 1.15
N 15.822 14.202 8.087 -0.35 0.35 1.36
N 16.725 13.433 8.795 -0.76 1.17 0.44
C 17.427 12.773 7.913 -0.53 0.15 -1.48
C 18.459 11.894 8.385 1.07 -1.96 1.90
C 16.957 13.071 6.614 1.14 -0.48 -0.72
C 15.953 13.989 6.742 0.03 0.28 1.25
C 15.261 14.754 5.695 -0.31 0.31 -1.40
H 13.426 13.370 13.826 -0.84 0.11 0.78
H 15.093 12.812 13.669 -0.04 -0.09 0.07
H 13.877 12.299 12.461 0.09 0.17 0.88
H 14.740 16.016 13.565 -0.08 -0.06 -0.60
H 14.982 18.045 10.214 0.21 0.04 -0.08
H 16.546 17.617 11.030 -0.07 0.04 -0.52
H 15.255 18.211 11.953 -0.42 0.24 0.32
H 15.421 16.430 8.543 -0.15 -0.40 0.16
H 11.206 12.001 8.458 -0.02 0.31 -0.15
H 10.883 12.314 6.773 0.58 0.04 -0.59
H 9.922 13.033 7.915 -0.54 0.38 0.39
H 10.516 15.734 7.320 -0.57 -0.05 -0.37
H 12.907 17.963 8.837 -0.17 -0.11 -0.39
H 12.266 18.042 7.179 -0.66 0.15 -0.30
H 13.929 17.671 7.461 0.48 -0.02 -0.21
H 18.633 11.011 7.774 0.27 0.30 -0.33
H 18.132 11.461 9.361 0.12 0.27 -0.56
H 19.387 12.403 8.679 -0.10 -0.02 -0.59
H 17.430 12.788 5.678 -0.25 -0.18 0.23
H 16.002 15.015 4.919 -0.24 0.32 0.47
H 14.677 15.614 6.014 0.54 0.18 0.32
H 14.525 14.203 5.111 -0.05 -0.64 0.28
O 7.888 9.225 13.870 1.33 -0.13 1.04
S 6.799 9.134 12.974 -1.57 0.83 -1.32
O 6.630 10.084 11.893 0.02 -0.04 0.39
O 6.710 7.676 12.278 0.99 -0.63 -1.27
C 7.494 7.517 11.116 1.10 -0.14 -0.41
N 7.025 6.706 10.189 -0.97 0.43 0.40
C 7.747 6.477 9.095 0.60 0.01 0.93
C 9.065 6.922 9.002 -1.42 1.54 1.45
C 9.432 7.888 9.974 -0.31 -0.93 0.16
N 8.661 8.175 11.056 -0.39 -0.73 -0.90
C 10.717 8.636 9.885 0.07 0.06 -1.58
C 11.237 9.257 10.967 0.13 0.50 0.49
C 12.335 10.090 10.831 -0.27 0.11 0.25
N 12.897 10.455 9.685 0.02 -0.78 0.78
C 12.427 9.761 8.654 -0.07 0.84 -0.44
C 11.407 8.897 8.669 -2.40 -1.74 0.76
H 7.261 5.912 8.309 0.11 -0.16 0.07
H 9.644 6.658 8.168 0.88 -0.14 -0.84
H 10.718 9.201 11.896 0.07 -0.17 0.72
H 12.728 10.478 11.718 0.62 0.84 1.17
H 12.722 10.075 7.715 1.10 0.46 -1.93
H 10.987 8.523 7.744 0.32 -0.07 -0.08
C 17.661 6.829 7.947 -1.14 0.12 0.81
C 18.465 7.306 8.970 -0.63 0.10 -1.27
C 18.005 8.263 9.841 -0.10 0.47 1.18
C 16.672 8.679 9.907 0.18 -0.27 -0.22
C 15.841 8.020 8.985 -0.63 0.63 0.56
C 16.301 7.146 8.040 -0.10 -1.13 -1.20
Ge 15.981 10.040 11.236 0.05 -0.21 -0.39
C 17.453 10.541 12.445 0.26 0.67 -2.02
C 17.930 9.728 13.473 -0.92 -0.60 -0.89
C 18.894 10.209 14.292 1.06 0.34 0.93
C 19.454 11.473 14.048 0.44 -0.96 0.82
C 19.095 12.245 12.990 -0.87 0.42 -1.27
C 18.090 11.750 12.118 0.41 0.12 2.57
C 14.877 8.952 12.461 -0.38 0.92 0.44
C 14.491 9.491 13.708 0.95 0.16 0.02
C 13.523 8.850 14.484 0.66 0.80 0.88
C 12.863 7.706 14.044 0.49 0.39 -0.15
C 13.293 7.147 12.849 -0.02 -0.60 -0.10
C 14.303 7.764 12.089 -0.79 -0.83 -0.15
H 18.019 6.165 7.190 0.22 -0.40 -0.20
H 19.443 6.935 9.050 1.33 -0.18 0.08
H 18.721 8.626 10.567 -0.03 0.20 0.17
H 14.761 8.107 8.994 -0.15 0.43 0.28
H 15.521 6.626 7.432 0.98 0.52 0.18
H 17.539 8.706 13.543 -0.01 0.46 0.36
H 19.244 9.633 15.157 -0.05 0.18 -0.44
H 20.241 11.759 14.706 0.39 0.52 0.45
H 19.486 13.264 12.836 0.04 -0.71 0.08
H 17.739 12.470 11.411 -0.47 -0.07 -0.79
H 15.127 10.349 14.071 -1.17 -0.85 -0.08
H 13.382 9.186 15.525 -0.24 0.02 -0.68
H 12.096 7.293 14.690 0.09 -0.28 -0.28
H 12.894 6.172 12.539 0.10 0.49 -0.02
H 14.643 7.303 11.172 -0.13 -0.23 -0.05
```
Positions in Å, forces in eV/Å.

***

Record 3
# C27H47BBrIN3O7S

3 unconnected molecules or ions with the total composition C27H47BBrIN3O7S at a distorted geometry (wB97M-V/def2-TZVPD, the OMol25 dataset).

## Properties
Total charge ... +1
E_HOMO ... -10.96 eV
HOMO-LUMO gap ... 6.10 eV
LUMO ... -4.861 eV

Geometry as XYZ:
```
88
Properties=species:S:1:pos:R:3:forces:R:3
C 0.034 3.339 1.599 -0.45 -0.18 0.25
C 0.912 2.291 0.908 0.83 1.29 0.35
O 0.436 1.953 -0.401 -0.58 -1.15 0.67
B 0.807 0.690 -0.817 0.10 1.14 0.44
O 2.151 0.433 -1.011 -0.46 -1.30 0.40
C -0.375 -0.363 -1.044 -0.61 -0.49 -0.64
C -1.421 0.363 -1.998 0.05 0.75 0.32
C -2.740 0.692 -1.328 0.36 -0.54 -0.59
C -2.906 1.594 -0.303 0.97 0.24 -0.14
C -4.155 1.820 0.203 0.08 1.23 1.37
C -5.272 1.189 -0.268 -0.65 -0.28 -0.12
C -5.112 0.281 -1.286 -0.95 -0.13 -0.01
C -3.860 0.046 -1.791 -0.11 -0.93 -1.00
N -1.079 -0.710 0.206 1.17 -0.25 0.26
C -0.194 -1.352 1.159 -1.14 -0.87 -0.12
N -1.092 -1.966 2.197 1.52 0.48 0.22
C -0.680 -1.746 3.336 -1.04 -0.09 -0.37
S -0.312 -1.389 4.793 0.19 -0.12 0.16
C 0.730 -2.494 0.574 0.54 0.71 1.58
C 2.196 -2.150 0.883 0.70 -0.27 -0.42
C 3.248 -2.748 -0.047 0.59 -0.25 0.10
C 4.654 -2.131 0.110 0.14 -0.13 -0.03
I 3.393 -4.886 0.385 -0.34 0.16 -0.28
N 0.404 -2.836 -0.841 -1.10 -0.06 -0.10
Br -1.062 -4.083 -0.759 0.16 -0.16 -0.11
C -0.017 -1.687 -1.752 0.20 0.47 -1.48
C 0.986 -1.560 -2.915 -0.49 0.45 -0.27
C 0.843 -2.716 -3.894 1.28 -0.83 0.46
O 1.693 -3.585 -3.918 -0.81 0.51 0.02
H -0.498 2.926 2.461 0.03 -0.12 -0.15
H -0.734 3.721 0.926 0.25 0.09 -0.10
H 0.623 4.168 1.991 0.03 0.00 -0.23
H 1.914 2.727 0.794 -0.05 -0.16 -0.02
H 1.021 1.435 1.588 -0.16 -0.21 -0.39
H 2.691 0.604 -0.231 0.24 0.58 -0.29
H -1.646 -0.229 -2.889 0.17 -0.10 0.12
H -1.009 1.310 -2.365 0.15 -0.16 0.02
H -2.036 2.120 0.067 -0.12 0.02 0.14
H -4.244 2.534 1.017 -0.09 -0.01 -0.06
H -6.256 1.392 0.131 0.05 0.05 0.10
H -5.981 -0.223 -1.689 0.09 -0.07 -0.06
H -3.781 -0.658 -2.617 0.12 0.03 0.05
H -1.813 -1.391 0.015 -0.33 0.40 -0.03
H 0.443 -0.632 1.680 0.09 0.18 -0.44
H 0.488 -3.369 1.173 0.09 -0.18 -0.35
H 2.401 -1.080 0.966 -0.37 -0.01 -0.27
H 2.394 -2.541 1.886 -0.13 0.09 -0.03
H 2.985 -2.718 -1.105 -0.14 0.07 0.14
H 5.341 -2.873 0.513 0.06 0.24 0.17
H 4.672 -1.252 0.761 -0.15 -0.13 0.04
H 5.085 -1.829 -0.848 -0.25 -0.04 -0.03
H 1.126 -3.381 -1.328 0.24 0.01 0.39
H -0.931 -2.027 -2.242 -0.09 -0.09 0.38
H 0.709 -0.639 -3.448 0.04 -0.05 0.12
H 2.014 -1.432 -2.575 -0.03 -0.20 -0.10
H -0.048 -2.795 -4.550 0.09 0.27 0.18
C -6.218 0.949 4.423 -0.06 0.03 -0.11
O -6.030 -0.147 3.540 0.10 0.02 0.17
C -4.665 -0.448 3.308 -0.22 -0.22 -0.21
C -4.183 -1.604 4.164 0.18 0.20 0.16
O -4.202 -1.286 5.545 -0.14 0.02 -0.08
C -5.342 -1.796 6.221 0.04 -0.04 0.09
H -7.247 0.920 4.778 -0.01 -0.02 -0.07
H -5.548 0.901 5.283 0.02 -0.02 -0.01
H -6.055 1.891 3.887 0.02 0.05 0.08
H -4.040 0.438 3.469 0.03 -0.02 0.06
H -4.576 -0.732 2.254 0.07 0.02 0.00
H -3.145 -1.819 3.901 -0.06 -0.05 -0.06
H -4.772 -2.506 3.966 -0.06 0.04 -0.03
H -5.211 -2.863 6.430 -0.07 -0.01 -0.01
H -6.257 -1.650 5.644 0.03 0.01 -0.04
H -5.438 -1.263 7.165 0.08 -0.01 0.00
C 4.370 3.109 -5.082 -0.10 0.04 0.00
O 3.992 3.057 -3.714 0.16 -0.09 -0.08
C 4.208 1.788 -3.122 -0.15 0.32 0.14
C 5.499 1.750 -2.327 0.17 -0.29 -0.18
O 6.638 1.909 -3.151 -0.14 0.14 0.00
C 7.152 3.233 -3.147 0.11 0.00 0.02
H 4.459 4.156 -5.366 -0.06 0.00 0.04
H 5.327 2.614 -5.260 0.00 -0.01 0.03
H 3.598 2.639 -5.700 0.06 -0.02 -0.07
H 4.196 0.998 -3.882 0.11 0.00 -0.01
H 3.375 1.609 -2.439 0.08 0.01 -0.08
H 5.586 0.766 -1.850 -0.03 0.01 0.04
H 5.487 2.507 -1.535 -0.06 0.05 -0.03
H 7.740 3.406 -2.240 -0.02 0.06 0.00
H 6.359 3.980 -3.213 -0.03 -0.03 0.01
H 7.804 3.340 -4.013 0.02 -0.08 0.02
```
Positions in Å, forces in eV/Å.

***

Let's list calculated total energy in order: -21278.7289 -148382.3292 -137209.2994 eV.